(1)
Computed, not measured: a single C5H12N2 molecule in a non-equilibrium geometry, with wB97M-V/def2-TZVPD.

Structure (XYZ):
```
19
Properties=species:S:1:pos:R:3:forces:R:3
H 1.919202 0.990134 1.621406 -0.09 0.25 -0.27
N -0.731611 1.523071 1.044938 -0.17 0.11 0.06
H -1.639107 -1.114198 -1.932990 -0.07 -0.12 -0.12
H -0.004222 -0.991669 1.275482 0.55 0.17 -0.12
H -1.490372 -0.963138 0.472775 0.03 0.11 -0.21
C -0.423930 -0.761406 0.294329 -0.72 -0.57 -0.46
C -0.288295 0.703923 -0.070551 -0.01 0.57 0.59
C 0.070978 -1.718933 -0.795964 0.79 -0.02 -0.02
H 0.728319 0.987234 -0.385363 0.07 -0.29 0.05
H 2.003292 2.638843 2.122410 0.70 0.34 0.33
N 1.466449 1.830233 1.936016 -0.68 -0.33 0.19
C 0.097799 2.022033 1.861129 -0.30 -0.01 -0.77
H -0.957452 0.997258 -0.885154 0.11 -0.42 -0.10
H -0.335415 2.755834 2.535341 0.38 0.02 0.38
H 0.021625 -2.739981 -0.410266 -0.18 -0.02 -0.21
H 1.134724 -1.520190 -0.989683 -0.02 -0.15 0.28
H -0.785688 -2.354626 -2.814763 0.25 -0.47 0.43
H -0.144716 -0.763572 -2.748601 0.03 0.02 0.25
C -0.641589 -1.520852 -2.130491 -0.69 0.80 -0.31
```
Forces are in eV/Å.

Summary:
ΔE to the lowest compared entry with this formula, charge and spin = 20.2 kcal/mol
SMILES = CCCC/N=C\N
Calculated total energy = -8359.2585 eV
HOMO energy = -9.014 eV
Multiplicity = 1

(2)
Computed, not measured: 2 unconnected molecules or ions with the total composition C2H4ClFS, with wB97M-V/def2-TZVPD.

Structure (XYZ):
```
9
Properties=species:S:1:pos:R:3:forces:R:3
H 1.255464 -2.668452 -0.088158 -0.07 -0.01 0.05
F 0.855557 -0.867691 -3.053210 0.03 -0.08 0.30
H -1.432622 1.065551 -0.253849 -0.36 0.00 -0.09
C 0.545790 -1.546019 -1.938301 0.00 -0.32 -0.29
S 1.953871 -2.213381 -1.131957 0.05 0.20 -0.15
C -0.417894 0.936249 0.051749 0.00 0.20 0.01
H 0.349951 1.530747 -0.391860 0.28 0.21 -0.19
Cl -0.854789 -2.537612 -2.150803 0.01 0.14 0.03
H -0.160359 0.225720 0.802756 0.06 -0.33 0.32
```
Forces are in eV/Å.

Summary:
ΔE to the lowest compared entry with this formula, charge and spin = 15.7 kcal/mol
Calculated total energy = -28209.9466 eV
HOMO energy (spin up / spin down) = -8.024 / -10.413 eV
Multiplicity = 3

(3)
Computed, not measured: a molecular structure, C24H32FN5O3S in a non-equilibrium geometry, with wB97M-V/def2-TZVPD.

Structure (XYZ):
```
66
Properties=species:S:1:pos:R:3:forces:R:3
H -6.673323 -0.949011 0.878900 -0.44 0.22 0.47
C 6.213530 -1.610275 -0.347071 -2.79 -0.51 1.40
H -4.830313 -2.755294 3.524214 1.84 0.25 -2.33
C 0.372245 3.143024 1.342315 0.80 -9.40 4.71
H -2.335295 3.099646 0.392954 -5.00 -0.38 2.95
H 1.265353 2.589636 1.849583 -1.19 1.04 -0.69
H 4.348031 -4.336858 -0.464592 0.08 -2.86 -1.84
C 5.699433 -2.869016 -0.655280 17.10 1.97 -5.92
C 1.811560 -0.884245 1.727295 5.09 -0.96 6.16
H -2.171200 0.430384 -1.151382 -1.99 -2.29 -0.90
C 0.086460 -0.825623 -1.202013 -0.78 -0.41 -3.84
H -4.318342 -3.576292 1.840544 0.25 0.19 1.79
H -1.264696 -2.471141 -3.504119 -1.97 3.84 0.19
H -0.661842 1.233037 0.592900 -0.97 -1.19 1.10
H 1.616894 4.154864 -1.668726 0.23 -0.24 3.07
C -4.183844 -2.648818 2.523106 -3.97 -2.67 -1.83
H -6.369226 -2.590561 0.860090 -1.64 -1.47 -0.39
H -1.123865 5.156369 0.769947 0.08 1.00 0.09
C 1.596250 3.756778 -0.547452 2.56 -6.13 -2.64
H -0.667307 5.256101 -0.929102 0.02 0.04 -0.81
H -0.380547 3.250128 2.053111 -0.79 1.29 1.79
H 2.219058 0.939180 -2.982605 0.92 -0.21 4.09
C 2.652698 0.988064 -1.653948 9.41 -1.58 -12.37
O 3.410142 -0.639580 1.533131 -4.04 0.45 1.77
C 1.758999 1.007895 -0.722635 -1.46 -0.53 10.47
C -2.662130 -1.525524 -2.026717 8.38 15.73 -2.96
H 2.463083 1.161141 0.280075 -1.74 -0.21 -1.71
O -3.375140 -2.315620 -1.876029 -10.28 -15.55 1.45
C -4.863060 -1.681400 1.498007 -2.30 4.05 15.71
H -1.667805 2.890168 -1.255938 0.01 1.44 3.28
H -3.145201 -2.566019 2.580965 1.56 0.66 0.65
H -4.150559 -2.235340 -0.345807 -0.29 1.80 1.30
H -4.701748 -0.629672 2.212547 -0.17 -2.05 -2.00
C -3.594453 -0.426207 0.201737 4.59 7.19 -6.71
C 1.199505 -0.997959 0.502023 -3.75 -9.32 6.27
C 4.121371 -1.521829 0.851408 0.91 1.25 -0.99
C -6.328208 -1.757129 1.526059 1.53 -0.02 -5.82
H 1.191878 4.989709 0.998878 -0.60 -0.65 -0.22
C 4.619030 -3.349476 -0.462912 -7.94 -6.68 1.48
H 1.545110 -0.032884 2.432609 0.38 -0.78 -1.28
N 0.239900 -2.151311 0.435193 4.12 2.24 -0.03
F 5.820846 0.395595 0.726271 -1.82 -1.35 0.20
H 3.369524 0.088466 -1.502450 -0.98 1.34 -0.73
H 6.635476 -3.592601 -1.173446 -2.93 1.94 1.19
S -0.389410 -0.148349 -2.973031 0.62 -0.80 2.63
H -2.217884 -0.847825 -4.011254 -4.74 3.33 -7.55
H 2.712629 -3.172534 0.570731 2.48 0.26 0.11
H 7.209901 -1.313106 -0.455282 1.16 0.38 -0.58
C -1.478368 3.298643 -0.007860 6.31 -2.66 -9.28
H 1.772296 -1.871240 2.427087 -0.25 2.25 -2.10
H 3.370553 1.905556 -1.823912 -1.71 -1.60 1.08
O -3.365901 0.728498 0.566646 -1.25 -2.18 2.54
C 3.829882 -2.839679 0.429387 -6.96 5.58 3.89
C -1.821017 -1.216769 -3.269365 7.96 -8.73 7.62
N -2.920076 -0.359479 -1.328708 1.53 1.66 3.96
H -6.827371 -1.872847 2.373645 -1.80 -0.47 3.67
C 0.855467 2.013835 -0.803020 -6.22 9.94 -0.40
H 2.576494 3.428514 0.030336 -1.19 1.05 -2.02
N 1.037136 -0.180304 -0.366429 -3.03 1.02 -8.75
C -0.356832 2.204507 0.364193 2.09 2.08 -2.61
N -4.294978 -1.447263 0.413486 3.03 -3.55 -8.74
C 5.320133 -0.873752 0.392757 1.95 -0.34 -0.28
C 0.693377 4.097997 0.486435 0.41 11.58 -2.58
N -0.282505 -2.066412 -0.776498 0.29 4.19 -0.20
C -0.668882 4.639308 -0.062531 -1.04 -2.16 2.79
H 0.457065 2.302223 -1.838469 0.32 -1.31 1.27
```
Forces are in eV/Å.

Summary:
ΔE to the lowest compared entry with this formula, charge and spin = 523.7 kcal/mol
Calculated total energy = -52532.0921 eV
HOMO energy = -8.414 eV
Multiplicity = 1

(4)
Computed, not measured: 4 unconnected molecules or ions with the total composition C17H33F6N2O13S3 in a non-equilibrium geometry, with wB97M-V/def2-TZVPD.

Structure (XYZ):
```
74
Properties=species:S:1:pos:R:3:forces:R:3
S 0.024974 5.020377 -0.085387 0.19 0.80 -0.47
H 3.709238 -1.261581 -1.376756 -0.47 0.29 -0.33
O -0.682491 5.975733 -1.164133 0.35 -0.61 0.07
H 0.013726 7.165142 -2.723133 -0.19 -0.19 0.05
C 1.602560 6.175212 -1.617649 -0.01 -0.15 -0.58
C 3.967306 2.476747 -3.021498 -0.47 1.28 0.73
H 0.269600 7.795517 -1.079655 0.02 -0.02 -0.03
H 0.478268 -1.788320 -0.509303 -0.02 0.61 -0.52
H -1.096871 1.724468 -0.731100 -0.02 -0.66 -0.13
H -1.621571 -5.062391 -0.512897 -0.26 0.09 0.05
H 3.580568 3.014173 -0.961433 -0.03 -0.34 -0.55
H 0.009267 -3.790292 -1.621132 -0.33 0.08 -0.06
F 1.954524 3.411339 -3.882939 -0.39 -0.54 0.27
C -4.084463 -2.434300 5.488477 0.03 -0.38 0.20
N -0.456089 -3.499712 -2.473920 0.33 0.65 -0.11
H -5.153001 -2.521369 5.303086 0.08 0.08 -0.23
O -2.299445 -5.743062 2.627408 0.08 0.49 -0.11
F 2.600334 1.477229 -4.739012 -0.49 -0.27 0.47
F 4.952215 1.594039 -3.295043 -0.45 -0.24 -0.15
N 1.753713 -0.735640 -1.929375 1.41 -1.99 0.60
O -2.430811 -1.047140 6.378782 0.33 -0.35 -0.44
C 3.567673 0.853098 -1.010558 0.73 0.45 -0.74
H -1.011404 -6.831430 1.417637 -0.03 0.06 0.23
H -1.112199 0.224253 -1.658035 -0.16 -0.20 0.74
C -1.011015 0.623176 -0.625022 0.29 1.16 -0.21
C 1.673720 -2.099119 -2.587426 -0.96 -0.69 -0.74
O -0.144522 3.669767 -0.509548 0.03 0.01 0.15
H -4.413656 -0.559179 6.512985 -0.05 -0.07 0.04
O -2.261017 0.257781 4.296872 0.25 -0.18 -0.09
S -2.114466 -1.064823 4.803659 -1.21 -0.30 0.51
O -0.325911 5.450541 1.213586 0.02 -0.37 0.16
C -1.584313 -4.912720 0.565063 0.41 0.05 0.11
H 3.600712 -0.358879 -2.901077 -0.35 0.24 0.41
H 1.709360 5.447912 -2.425615 0.00 0.07 -0.03
H 1.967926 -1.095025 0.123420 -0.28 -0.05 -0.63
H -2.488998 0.637250 2.209266 0.10 0.14 -0.71
H -0.608996 -4.500132 0.843574 0.03 -0.07 0.02
H -3.276605 1.693806 1.014652 0.56 -0.23 -0.20
H 1.874639 -2.846072 -1.795343 0.12 0.67 -0.24
H 1.016168 1.299606 -0.166984 -0.09 -0.60 -0.12
H -1.510697 1.864420 1.383218 -0.40 -0.28 -0.18
O 1.547179 5.457912 -0.377088 -0.44 0.05 0.22
H 2.153641 2.343486 -1.730615 0.62 0.13 -0.39
O -2.591168 -3.988086 0.979670 -0.27 -0.34 0.15
C 2.987472 2.645075 -4.232624 1.29 0.60 -0.66
C 0.421163 0.376883 -0.047197 -0.71 -0.16 0.15
C -1.881650 -6.183534 1.335003 -0.23 -0.33 -0.36
H 2.450428 6.855862 -1.630044 0.01 -0.08 0.27
H 0.440186 -2.765532 -4.219853 -0.01 0.34 0.54
C 3.254370 2.232089 -1.675127 -0.44 -0.82 0.99
H -1.402168 -3.179024 -2.295808 0.16 -0.34 0.34
C 3.224983 -0.393225 -1.866284 0.65 0.35 1.06
H -3.671101 -3.423073 5.706589 -0.02 0.01 0.03
O -2.269927 -3.391002 3.354484 0.82 -2.64 -1.74
F 3.599531 3.297265 -5.220396 0.29 -0.08 -0.04
O -2.037833 0.172158 0.226310 0.37 -0.01 -0.24
H 0.307911 0.241767 1.050438 0.06 0.00 -0.59
H -2.704984 -6.738430 0.879423 0.05 0.01 -0.05
C 0.269404 -2.418975 -3.178250 -0.10 -0.51 -0.68
C 0.274675 6.898079 -1.701598 0.22 0.56 0.13
H 4.667363 0.820777 -0.856953 -0.59 -0.20 -0.12
H -3.898660 -1.882108 7.586561 0.28 0.03 0.00
C 1.119712 -0.895090 -0.563602 0.08 1.17 1.63
F 4.583582 3.696362 -2.916941 -0.15 -0.21 -0.14
H 3.139706 0.819514 0.006994 0.05 -0.09 -0.60
O -3.417499 -1.924302 4.330506 -0.59 2.89 1.87
H -0.404482 -1.547138 -3.258435 0.67 -0.09 0.09
C -3.782793 -1.447727 6.596338 -0.65 0.30 -0.01
S -2.984408 -4.285188 2.518849 0.53 -0.33 -0.22
C -2.339944 1.143596 1.238922 -0.29 0.07 0.83
O -0.935575 -1.819811 4.604327 0.49 0.62 0.14
F 1.158429 0.234906 -2.689462 -0.39 -0.11 -0.10
O -4.391205 -4.435262 2.600654 -0.03 0.23 0.07
H 2.475710 -2.218625 -3.332505 -0.41 0.50 0.20
```
Forces are in eV/Å.

Summary:
Calculated total energy = -96559.6555 eV
HOMO energy = -11.982 eV
Net charge = +1
Multiplicity = 1

(5)
Computed, not measured: 3 unconnected molecules or ions with the total composition C9H22ClN4O2S2, with wB97M-V/def2-TZVPD.

Structure (XYZ):
```
40
Properties=species:S:1:pos:R:3:forces:R:3
C 1.078947 -0.352384 -0.922449 0.03 0.02 0.00
C 0.531553 2.787728 1.938938 0.17 -0.03 0.20
H -1.038143 -2.935336 0.510691 0.00 0.04 0.02
C -0.126377 -5.613525 -4.778696 0.03 -0.02 -0.01
H -0.159714 -2.901039 -5.468675 0.01 0.00 0.01
O -1.444272 -0.099397 -0.188941 0.00 0.10 0.01
N 1.063593 1.714153 2.533735 -0.02 -0.05 -0.18
H 0.699611 -2.942778 0.114757 0.01 0.01 0.00
N 2.201764 3.487903 3.130899 -0.12 -0.15 0.23
S -0.683175 -4.343335 -3.642460 -0.04 0.00 -0.01
C -1.058000 -3.105505 -4.886867 -0.02 -0.01 -0.04
H -3.012886 2.819651 3.641094 -0.08 0.09 -0.07
H 1.248053 0.723730 -0.907199 -0.01 0.00 0.01
H 3.498078 0.725909 3.640668 -0.28 -0.26 0.07
H 0.730296 -0.662253 -1.906945 -0.01 -0.01 0.01
C -1.939607 2.412224 1.807333 -0.03 0.06 0.08
Cl -2.682859 4.920982 2.605393 0.08 0.05 0.00
H -0.954808 -5.907094 -5.422677 0.00 -0.01 0.01
H -0.519895 2.145734 0.229294 0.00 -0.04 0.02
H -0.775260 3.839603 0.663196 0.00 -0.01 0.04
H 0.707428 -5.228046 -5.364472 0.00 0.01 0.01
H -1.382018 -2.206930 -4.365493 0.00 -0.01 0.01
H 2.849665 1.458045 5.060588 -0.01 0.06 0.00
H -2.762336 2.514374 1.100518 -0.03 -0.09 0.05
N 1.205586 3.883052 2.312334 -0.13 0.04 -0.16
C 2.078274 2.150562 3.270611 -0.08 0.26 -0.02
H -1.889888 1.357370 2.081478 0.11 0.02 -0.02
C -0.262717 -2.481532 -0.103642 -0.21 -0.07 0.02
H 2.863466 4.120487 3.556983 0.01 0.01 -0.05
H 1.042823 4.849105 2.062083 0.00 0.00 0.07
H -1.862812 -3.467310 -5.526279 0.00 0.01 0.00
O 0.524893 -3.853846 -2.914776 0.00 0.07 -0.01
C -2.214572 3.248918 3.042150 0.06 -0.08 0.04
H -0.493155 -2.596137 -1.160692 0.05 -0.04 0.01
H 0.196302 -6.464409 -4.182862 0.00 0.00 0.01
H 2.000386 -0.874787 -0.666544 0.00 0.00 -0.01
C -0.664127 2.830510 1.066916 -0.03 0.04 -0.17
S -0.185800 -0.742349 0.297129 0.22 -0.11 -0.03
N 2.928477 1.440180 4.059408 0.36 0.20 -0.13
H -1.336777 3.347773 3.683474 -0.05 -0.10 0.02
```
Forces are in eV/Å.

Summary:
Calculated total energy = -53930.6551 eV
HOMO energy = -10.863 eV
Net charge = +1
Multiplicity = 1